P:
Molecular formula: C4H10NS
Method: DFT, ωB97M-V/def2-TZVPD

```
! wB97M-V def2-TZVPD RIJCOSX def2/J DEFGRID3
* xyz -1 1
C -0.024 0.366 -0.793
C -0.871 -0.338 0.223
S -2.564 0.117 0.292
C 1.403 0.842 -0.267
N 2.400 -0.141 -0.414
C 2.334 -1.178 0.583
H 0.001 0.019 -1.796
H -0.603 1.515 -1.054
H -0.378 -0.321 1.267
H -0.734 -1.374 -0.082
H 1.560 1.769 -0.872
H -0.875 2.191 -1.403
H 1.221 1.159 0.738
H 2.046 -0.741 1.626
H 1.669 -2.009 0.389
H 3.350 -1.582 0.750
*
```

Values from the calculation:
Kohn-Sham gap (eV): 5.370

Atom charges from the Mulliken analysis, given in e for atoms 1 to 5: number 1, C, carries -0.076; number 2, C, carries -0.527; number 3, S, carries -0.532; number 4, C, carries -0.713; number 5, N, carries -0.658



Q:
Molecular formula: C4H10NS
Method: DFT, ωB97M-V/def2-TZVPD

```
! wB97M-V def2-TZVPD RIJCOSX def2/J DEFGRID3
* xyz -1 1
C -1.444 1.328 0.445
N -0.727 0.168 1.011
C 0.042 -0.712 0.067
C 1.430 -0.903 0.635
C 0.138 -0.203 -1.368
S 0.611 -1.484 -2.583
H -2.297 0.964 -0.118
H -0.813 1.919 -0.223
H -1.803 1.905 1.293
H -0.039 0.599 1.623
H -0.492 -1.660 0.022
H 1.399 -1.292 1.658
H 2.023 -1.543 -0.015
H 1.917 0.071 0.664
H 0.860 0.616 -1.402
H -0.804 0.226 -1.710
*
```

Values from the calculation:
Structure (SMILES): CN[C@H](C)C[S-]
Kohn-Sham gap (eV): 6.083

Atom charges from the Mulliken analysis, given in e for atoms 1 to 5: number 1, C, carries -0.954; number 2, N, carries -0.440; number 3, C, carries 0.468; number 4, C, carries -1.486; number 5, C, carries -0.994



Tell me which of them is the least stable. Sure, it is P.



P:
Molecular formula: C7H18N3
Method: DFT, ωB97M-V/def2-TZVPD

```
! wB97M-V def2-TZVPD RIJCOSX def2/J DEFGRID3
* xyz 1 1
C -2.018 0.945 -0.763
C 0.375 0.933 2.390
C 3.257 1.399 -1.305
C -3.193 -1.579 -0.718
C -0.968 -2.250 0.281
C 1.879 1.042 -0.702
C 2.032 0.608 0.767
N -1.399 -0.063 -0.287
N 0.690 0.483 1.250
N -1.902 -1.305 -0.115
H -1.327 1.811 -0.903
H -3.003 0.804 -1.139
H 1.034 1.406 3.143
H -0.657 0.827 2.688
H 3.593 2.406 -0.831
H 3.897 0.503 -1.126
H 3.104 1.631 -2.459
H -3.933 -0.912 -0.107
H -3.139 -1.437 -1.830
H -3.537 -2.632 -0.302
H -1.452 -2.951 1.019
H -0.578 -2.841 -0.582
H -0.102 -1.749 0.987
H 1.419 0.142 -1.309
H 1.110 1.871 -0.662
H 2.631 -0.324 0.794
H 2.697 1.213 1.418
H -0.511 0.019 0.406
*
```

Values from the calculation:
Kohn-Sham gap (eV): 9.741

Atom charges from the Mulliken analysis, given in e for atoms 1 to 5: number 1, C, carries -0.254; number 2, C, carries -0.418; number 3, C, carries -1.127; number 4, C, carries -1.078; number 5, C, carries -0.846



Q:
Molecular formula: C7H18N3
Method: DFT, ωB97M-V/def2-TZVPD

```
! wB97M-V def2-TZVPD RIJCOSX def2/J DEFGRID3
* xyz 1 1
C -2.102 0.393 0.204
C -3.561 0.528 0.688
C 2.885 -0.327 0.487
C 1.447 -0.621 -1.633
C 1.415 1.532 -0.349
C 0.458 -0.480 0.898
C 1.525 0.003 -0.176
N -2.022 -0.207 -0.960
N -0.026 -1.689 0.659
N -1.055 0.643 0.899
H -3.829 -0.554 0.868
H -3.730 1.165 1.622
H -4.185 0.983 0.022
H 3.005 -0.033 1.486
H 3.109 -1.458 0.364
H 3.599 0.239 -0.099
H 0.391 -0.613 -2.179
H 2.181 -0.164 -2.211
H 1.704 -1.610 -1.550
H 1.959 1.994 0.407
H 1.922 1.883 -1.245
H 0.385 1.718 -0.309
H 0.737 -0.304 1.987
H -2.810 -0.220 -1.541
H -1.131 -0.301 -1.312
H -0.654 -1.853 1.401
H -0.418 -1.839 -0.206
H -1.198 1.191 1.779
*
```

Values from the calculation:
Kohn-Sham gap (eV): 11.760

Atom charges from the Mulliken analysis, given in e for atoms 1 to 5: number 1, C, carries 0.543; number 2, C, carries -1.338; number 3, C, carries -1.806; number 4, C, carries -1.772; number 5, C, carries -1.767



Tell me which of them is the least stable. Sure, it is P.



P:
Molecular formula: C2H2INO3
Method: DFT, ωB97M-V/def2-TZVPD

```
! wB97M-V def2-TZVPD RIJCOSX def2/J DEFGRID3
* xyz 0 1
C 0.897 1.233 -0.388
C -0.936 -0.027 0.331
N -0.378 -1.199 -0.097
O 0.577 -1.571 0.640
O 0.629 2.230 -0.848
O -0.639 -1.745 -1.168
I 2.495 0.189 0.378
H -1.808 0.540 -0.160
H -0.837 0.348 1.311
*
```

Values from the calculation:
Kohn-Sham gap (eV): 7.897

Atom charges from the Mulliken analysis, given in e for atoms 1 to 5: number 1, C, carries 0.216; number 2, C, carries -0.690; number 3, N, carries 0.770; number 4, O, carries -0.522; number 5, O, carries -0.238



Q:
Molecular formula: C2H2INO3
Method: DFT, ωB97M-V/def2-TZVPD

```
! wB97M-V def2-TZVPD RIJCOSX def2/J DEFGRID3
* xyz 0 1
C -1.517 -2.314 -0.051
C -2.179 -0.705 0.717
N -0.201 -0.207 -0.045
O -3.124 -0.616 1.402
O -1.840 -2.576 -1.149
O -1.478 0.300 0.289
I -0.186 -3.286 1.210
H 0.476 0.180 0.627
H 0.284 0.095 -0.900
*
```

Values from the calculation:
Kohn-Sham gap (eV): 9.391

Atom charges from the Mulliken analysis, given in e for atoms 1 to 5: number 1, C, carries 0.368; number 2, C, carries 0.511; number 3, N, carries -0.440; number 4, O, carries -0.434; number 5, O, carries -0.398



Tell me which of them is the least stable. Sure, it is P.



P:
Molecular formula: C18H23N3O5S
Method: DFT, ωB97M-V/def2-TZVPD

```
! wB97M-V def2-TZVPD RIJCOSX def2/J DEFGRID3
* xyz 0 1
C 3.404 2.071 -0.077
O 2.740 1.096 0.725
C 3.020 -0.173 0.501
O 3.813 -0.578 -0.308
C 2.254 -1.107 1.433
C 0.975 -0.506 2.022
N -0.018 -0.270 1.006
C -0.751 0.871 0.954
S -0.174 2.271 1.626
N -1.957 0.843 0.333
C -2.504 2.038 -0.266
C -2.377 1.960 -1.795
C -3.127 0.737 -2.316
C -2.507 -0.488 -1.650
C -2.645 -0.340 -0.119
C -1.046 -0.596 -1.988
C -0.430 -1.816 -2.008
C 0.952 -1.896 -2.257
C 1.666 -0.764 -2.478
C 1.044 0.526 -2.464
O 1.612 1.591 -2.664
N -0.337 0.536 -2.196
C -0.918 1.871 -2.230
C 0.395 -1.484 3.042
O -0.616 -2.113 2.853
O 1.144 -1.568 4.133
C 0.696 -2.467 5.143
H 3.231 3.024 0.415
H 2.980 2.079 -1.084
H 4.470 1.846 -0.136
H 2.931 -1.369 2.250
H 2.030 -2.018 0.873
H 1.199 0.453 2.504
H -0.425 -1.120 0.639
H -1.961 2.900 0.124
H -3.558 2.131 0.016
H -2.801 2.875 -2.216
H -4.189 0.803 -2.070
H -3.032 0.666 -3.402
H -3.017 -1.402 -1.964
H -2.291 -1.231 0.401
H -3.707 -0.217 0.129
H -1.010 -2.709 -1.838
H 1.435 -2.862 -2.272
H 2.727 -0.781 -2.661
H -0.287 2.509 -1.601
H -0.806 2.240 -3.257
H 1.423 -2.403 5.949
H -0.294 -2.174 5.495
H 0.646 -3.484 4.749
*
```

Values from the calculation:
Structure (SMILES): COC(=O)C[C@@H](NC(=S)N1C[C@@H]2C[C@H](C1)c1cccc(=O)n1C2)C(=O)OC
Kohn-Sham gap (eV): 8.531

Atom charges from the Mulliken analysis, given in e for atoms 1 to 5: number 1, C, carries -0.633; number 2, O, carries -0.206; number 3, C, carries 0.523; number 4, O, carries -0.657; number 5, C, carries -0.936



Q:
Molecular formula: C18H23N3O5S
Method: DFT, ωB97M-V/def2-TZVPD

```
! wB97M-V def2-TZVPD RIJCOSX def2/J DEFGRID3
* xyz 0 1
C 1.228 0.283 -7.308
O 0.706 1.020 -6.228
C 0.246 0.438 -5.174
C -0.446 1.470 -4.289
C -0.736 0.974 -2.992
N 0.392 0.523 -2.255
C 0.619 0.546 -0.937
S -0.248 1.917 0.055
N 1.755 0.007 -0.412
C 2.832 -0.531 -1.110
C 2.771 -2.133 -1.210
O 1.264 -2.504 -1.879
C 1.934 0.206 1.100
C 0.929 -0.185 1.890
C 0.579 0.418 2.974
C -0.838 0.340 3.810
C -0.849 1.116 5.030
C -2.130 0.886 5.731
C -2.890 -0.065 5.196
C -2.836 -0.972 4.048
C -1.488 -0.631 3.437
N -1.305 -1.295 2.308
C -0.324 -1.008 1.401
O 0.058 -1.958 0.531
O -3.814 -0.184 6.052
C -3.774 0.597 7.081
O -2.375 1.343 6.914
H 0.378 -0.514 -7.530
H 2.085 -0.467 -6.977
H 1.595 0.824 -8.327
H -0.573 -0.197 -5.380
H 1.024 0.013 -4.690
H -0.994 1.935 -4.813
H 0.471 2.235 -3.903
H -1.160 1.707 -2.408
H -1.541 0.212 -3.214
H 0.990 -0.406 -2.579
H 3.667 -0.276 -0.745
H 2.764 -0.013 -2.189
H 2.769 -2.546 -0.337
H 3.564 -2.430 -2.044
H 0.865 -2.078 -1.106
H 2.421 1.076 1.376
H 2.668 -0.647 1.276
H 1.226 1.389 3.438
H -0.141 1.626 5.547
H -3.478 -1.886 3.720
H -1.900 -1.846 1.825
H -4.402 1.418 7.202
H -3.561 0.253 8.095
*
```

Values from the calculation:
Structure (SMILES): COCCCNC(=S)N(CCO)Cc1cc2cc3c(cc2[nH]c1=O)OCO3
Kohn-Sham gap (eV): 7.711

Atom charges from the Mulliken analysis, given in e for atoms 1 to 5: number 1, C, carries -0.591; number 2, O, carries -0.319; number 3, C, carries -0.555; number 4, C, carries -1.223; number 5, C, carries -0.776



R:
Molecular formula: C18H23N3O5S
Method: DFT, ωB97M-V/def2-TZVPD

```
! wB97M-V def2-TZVPD RIJCOSX def2/J DEFGRID3
* xyz 0 1
C 1.272 -1.567 2.742
O 0.823 -0.236 2.760
C 1.862 0.708 2.944
C 1.263 2.104 3.099
C 0.702 2.659 1.794
N -0.401 1.848 1.343
C -1.378 2.306 0.543
S -1.404 3.896 0.054
N -2.346 1.431 0.160
C -3.370 1.857 -0.773
C -4.604 2.417 -0.051
O -5.263 1.452 0.734
C -2.296 0.033 0.517
C -1.198 -0.739 -0.173
C -0.411 -0.231 -1.148
C 0.625 -0.996 -1.760
C 1.456 -0.456 -2.763
C 2.420 -1.266 -3.287
C 2.589 -2.594 -2.853
C 1.801 -3.146 -1.881
C 0.803 -2.326 -1.330
N -0.019 -2.808 -0.350
C -1.021 -2.109 0.289
O -1.670 -2.641 1.174
O 3.616 -3.165 -3.540
C 4.094 -2.175 -4.429
O 3.346 -0.994 -4.257
H 0.386 -2.192 2.653
H 1.803 -1.815 3.668
H 1.943 -1.747 1.892
H 2.433 0.447 3.848
H 2.551 0.677 2.085
H 2.041 2.777 3.462
H 0.468 2.057 3.845
H 0.342 3.683 1.933
H 1.491 2.684 1.029
H -0.328 0.871 1.586
H -3.659 1.005 -1.392
H -2.961 2.647 -1.409
H -5.333 2.749 -0.794
H -4.301 3.279 0.556
H -4.700 1.228 1.483
H -3.256 -0.425 0.259
H -2.178 -0.097 1.601
H -0.547 0.787 -1.486
H 1.326 0.560 -3.095
H 1.936 -4.163 -1.554
H 0.106 -3.766 -0.045
H 5.156 -1.976 -4.218
H 3.991 -2.533 -5.466
*
```

Values from the calculation:
Structure (SMILES): COCCCNC(=S)N(CCO)Cc1cc2cc3c(cc2[nH]c1=O)OCO3
Kohn-Sham gap (eV): 8.036

Atom charges from the Mulliken analysis, given in e for atoms 1 to 5: number 1, C, carries -0.823; number 2, O, carries -0.357; number 3, C, carries -0.535; number 4, C, carries -0.850; number 5, C, carries -0.815



Tell me which of them is the least stable. Sure, it is Q.



P:
Molecular formula: C5H9ClN2
Method: DFT, ωB97M-V/def2-TZVPD

```
! wB97M-V def2-TZVPD RIJCOSX def2/J DEFGRID3
* xyz 0 1
H 4.216 -1.968 0.543
N 3.621 -1.125 0.633
N 2.587 -1.118 -0.039
C 1.645 -0.172 -0.172
Cl 2.253 1.513 -0.308
C 0.342 -0.403 -0.436
C -0.788 0.572 -0.301
C -1.104 0.734 1.188
C -2.090 0.013 -0.978
H 0.164 -1.442 -0.454
H -0.557 1.453 -0.809
H -0.844 -0.331 1.593
H -0.368 1.353 1.701
H -2.101 1.021 1.304
H -2.382 -0.983 -0.642
H -2.814 0.858 -0.823
H -1.780 0.024 -2.001
*
```

Values from the calculation:
Structure (SMILES): [H]/N=N/C(Cl)=C/C(C)C
Kohn-Sham gap (spin up / spin down) (eV): 8.410 / 8.410

Atom charges from the Mulliken analysis, given in e for atoms 1 to 5: number 1, H, carries 0.259; number 2, N, carries -0.617; number 3, N, carries 0.084; number 4, C, carries 0.370; number 5, Cl, carries -0.226



Q:
Molecular formula: C5H9ClN2
Method: DFT, ωB97M-V/def2-TZVPD

```
! wB97M-V def2-TZVPD RIJCOSX def2/J DEFGRID3
* xyz 0 1
H -3.571 -0.636 -1.151
N -2.787 -0.030 -0.855
C -2.120 -0.786 -0.081
N -0.961 -0.381 0.565
C 0.136 -1.305 0.713
C 1.073 -0.057 0.524
Cl 2.444 -0.176 -0.538
C -0.156 0.682 -0.051
C -0.466 2.087 0.379
H -2.448 -1.788 0.176
H 0.203 -2.081 -0.120
H 0.243 -1.845 1.648
H 1.337 0.324 1.501
H -0.156 0.568 -1.200
H -1.487 2.433 0.141
H 0.146 2.888 -0.163
H -0.371 2.274 1.436
*
```

Values from the calculation:
Structure (SMILES): [H]/N=C/N1C[C@@H](Cl)[C@@H]1C
Kohn-Sham gap (eV): 10.275

Atom charges from the Mulliken analysis, given in e for atoms 1 to 5: number 1, H, carries 0.248; number 2, N, carries -0.602; number 3, C, carries -0.059; number 4, N, carries -0.090; number 5, C, carries -0.639



Tell me which of them is the least stable. Sure, it is P.